No. 1
Molecular formula: C2H7N3P3
Method: DFT, ωB97M-V/def2-TZVPD

Results
**Net charge**: +1
**Multiplicity**: 1
**HOMO (spin up / spin down)**: -12.45 / -12.45 eV
**Frontier orbital gap (spin up / spin down)**: 6.44 / 6.44 eV

The geometry in XYZ format:
```
15
C2H7N3P3 | the Open Molecules 2025 dataset | ωB97M-V/def2-TZVPD
C 1.72 -1.60 0.29
C 3.01 -2.08 0.71
N -0.77 1.62 -0.10
N 0.75 -1.09 0.03
N -2.65 0.18 -0.55
P -1.17 0.29 0.57
P 0.53 2.70 -0.36
P -3.91 -0.81 -0.46
H 3.01 -3.07 0.27
H 3.01 -2.36 1.74
H 3.63 -1.32 0.48
H -2.66 1.00 -1.24
H 0.57 3.35 0.93
H -0.30 3.76 -0.88
H -4.77 -0.56 -1.45
```

=====

No. 2
Molecular formula: C2H7N3S
Method: DFT, ωB97M-V/def2-TZVPD

Results
**SMILES**: [H]/N=C(\CN)NS
**Multiplicity**: 1
**HOMO**: -9.14 eV
**Frontier orbital gap**: 9.84 eV

The geometry in XYZ format:
```
13
C2H7N3S | the Open Molecules 2025 dataset | ωB97M-V/def2-TZVPD
H 0.55 1.20 -1.98
N 1.21 0.57 -1.55
C 0.64 0.16 -0.49
C -0.73 0.66 -0.05
N -1.79 -0.33 -0.11
N 1.22 -0.85 0.27
S 0.87 -1.16 1.93
H -1.03 1.53 -0.67
H -0.58 0.89 1.00
H -1.57 -1.18 0.42
H -1.99 -0.55 -1.09
H 2.17 -1.05 -0.01
H 1.02 0.12 2.33
```

=====

No. 3
Molecular formula: C2H7N3S
Method: DFT, ωB97M-V/def2-TZVPD

Results
**SMILES**: CN/N=C/NS
**Multiplicity**: 1
**HOMO**: -7.75 eV
**Frontier orbital gap**: 8.59 eV

The geometry in XYZ format:
```
13
C2H7N3S | the Open Molecules 2025 dataset | ωB97M-V/def2-TZVPD
C 2.15 -0.85 0.28
N 1.39 0.17 -0.52
N 0.07 -0.05 -0.30
C -0.80 0.90 0.17
N -2.18 0.66 -0.05
S -3.05 -0.75 0.00
H 3.16 -0.78 0.02
H 1.76 -1.14 1.31
H 1.99 -1.69 -0.28
H 1.65 1.21 -0.33
H -0.67 1.92 0.90
H -2.67 1.64 -0.03
H -2.79 -1.23 -1.15
```

=====

No. 4
Molecular formula: C2H7N3S
Method: DFT, ωB97M-V/def2-TZVPD

Results
**Multiplicity**: 1
**HOMO (spin up / spin down)**: -8.63 / -8.63 eV
**Frontier orbital gap (spin up / spin down)**: 8.52 / 8.52 eV

The geometry in XYZ format:
```
13
C2H7N3S | the Open Molecules 2025 dataset | ωB97M-V/def2-TZVPD
C 1.09 0.91 0.65
C 1.71 0.38 -0.58
N -0.78 -1.03 0.99
N -1.66 -0.53 0.25
N -2.10 -1.02 -0.83
S 0.18 2.25 0.69
H 1.24 0.35 1.57
H 1.82 1.16 -1.33
H 1.07 -0.40 -1.01
H 2.68 -0.08 -0.36
H -0.45 -1.92 0.61
H -2.00 0.38 0.62
H -2.81 -0.44 -1.28
```

=====

No. 5
Molecular formula: C2H7N3S
Method: DFT, ωB97M-V/def2-TZVPD

Results
**SMILES**: CN(N)/C=N\S
**Multiplicity**: 1
**HOMO**: -8.08 eV
**Frontier orbital gap**: 8.68 eV

The geometry in XYZ format:
```
13
C2H7N3S | the Open Molecules 2025 dataset | ωB97M-V/def2-TZVPD
C -0.49 1.43 -0.02
N -0.49 0.02 0.01
N -1.90 -0.41 -0.01
C 0.40 -1.09 -0.03
N 1.71 -1.09 -0.17
S 2.73 0.29 -0.09
H -0.09 1.99 0.87
H 0.26 1.72 -0.94
H -1.54 1.77 -0.13
H -2.14 -0.66 -1.04
H -2.08 -1.41 0.65
H 0.05 -2.05 -0.01
H 3.59 -0.53 0.92
```

=====

No. 6
Molecular formula: C2H7N3S2
Method: DFT, ωB97M-V/def2-TZVPD

Results
**SMILES**: N/N=C(/CS)NS
**Multiplicity**: 1
**HOMO**: -8.79 eV
**Frontier orbital gap**: 9.45 eV

The geometry in XYZ format:
```
14
C2H7N3S2 | the Open Molecules 2025 dataset | ωB97M-V/def2-TZVPD
N 1.98 1.69 -0.24
N 0.71 1.58 0.34
C 0.03 0.54 0.05
C -1.24 0.32 0.84
S -2.64 -0.10 -0.32
N 0.58 -0.50 -0.74
S 1.58 -1.52 0.23
H 1.98 1.30 -1.23
H 2.35 2.64 -0.23
H -0.97 -0.51 1.52
H -1.52 1.15 1.45
H -3.17 -1.03 0.45
H -0.10 -1.11 -1.20
H 2.86 -1.22 -0.17
```

=====

Energy relative to the best compared isomer or geometry (same formula, charge and spin) across the listed records, respectively: 2.088, 0.619, 3.876, 3.166, 4.098, 1.064 eV.
Maximum force across the listed records, respectively: 0.072, 0.023, 0.116, 0.022, 0.141, 0.037 hartree/bohr.
E across the listed records, respectively: -34514.62486, -17492.29271, -17489.03634, -17489.74626, -17488.81386, -28326.58737 eV.